Record 1
57
Properties=species:S:1:pos:R:3 method="wB97M-V/def2-TZVPD" e_above_lowest_kj_mol=533.5 homo_lumo_gap_ev=9.44
O -0.792 3.544 -1.017
H 0.179 3.669 -1.251
H -1.425 3.087 -1.543
O 3.345 3.343 0.878
H 2.822 3.729 1.618
H 3.871 2.614 1.219
O -2.369 -1.558 2.374
H -1.595 -1.597 1.754
H -3.005 -1.116 1.781
O -3.608 -0.759 -2.991
H -3.168 -1.524 -3.373
H -2.771 -0.221 -2.966
O -3.697 1.922 -2.117
H -3.744 1.036 -1.698
H -2.901 2.218 -1.695
O -1.536 -1.157 4.869
H -1.415 -1.464 3.963
H -1.839 -0.254 4.766
O 3.296 0.370 1.849
H 2.424 -0.041 2.094
H 3.106 0.695 0.964
O 1.224 1.335 3.849
H 1.667 0.549 3.529
H 0.976 1.421 4.762
O 3.966 0.558 -2.109
H 4.562 -0.035 -1.647
H 4.451 1.312 -2.432
O 1.293 1.178 -1.638
H 1.335 1.447 -0.713
H 1.835 0.297 -1.661
O -1.531 -2.995 -2.370
H -2.061 -3.708 -2.766
H -1.307 -3.375 -1.529
O 0.959 0.303 1.357
H 0.347 0.294 0.594
H 0.943 1.249 1.811
O 2.343 0.505 -4.439
H 1.793 1.321 -4.062
H 3.179 0.788 -4.064
O -2.067 1.956 2.799
H -2.468 1.546 2.021
H -2.615 2.552 3.295
O 1.794 -1.872 3.330
H 1.186 -2.066 2.619
H 2.626 -2.234 2.986
O -0.386 -3.613 1.081
H -0.529 -4.545 1.238
H -1.135 -3.395 0.471
O -3.467 -0.925 -0.425
H -3.641 -1.302 -1.281
H -4.145 -0.244 -0.353
O 1.962 -1.197 -2.395
H 2.435 -0.515 -2.949
H 1.378 -1.727 -2.927
O -1.044 -0.261 -1.574
H -0.981 -1.113 -2.090
H -0.059 -0.023 -1.797

Record 2
6
Properties=species:S:1:pos:R:3 method="wB97M-V/def2-TZVPD" e_above_lowest_kj_mol=363.8 homo_lumo_gap_ev="7.96 / 7.94"
O 1.905 0.037 -0.626
C 0.834 -0.206 -0.176
N 0.254 0.208 0.925
N -1.259 0.390 0.971
Cl -1.917 0.727 -0.482
H 0.183 -1.156 -0.611

Record 3
14
Properties=species:S:1:pos:R:3 method="wB97M-V/def2-TZVPD" total_charge=+2 e_above_lowest_kj_mol=233.1 homo_lumo_gap_ev="9.36 / 4.56" spin_multiplicity=4 s_squared=3.7594
H 2.936 -0.172 1.805
C 3.397 -1.108 -0.067
H 3.408 -1.034 -1.162
H 3.824 -2.026 0.366
C 2.843 -0.190 0.704
O -0.586 -1.208 -0.810
C -1.150 -0.175 -0.338
O -0.476 0.648 0.350
Au 0.875 -0.479 0.028
O -2.426 -0.005 -0.578
C -3.037 1.216 -0.149
H -2.997 1.296 0.944
H -2.533 2.074 -0.608
H -4.076 1.162 -0.486

Record 4
117
Properties=species:S:1:pos:R:3 method="wB97M-V/def2-TZVPD" total_charge=-2 homo_lumo_gap_ev="4.37 / 4.93" spin_multiplicity=3 s_squared=2.0289
Ti 0.011 -0.629 -0.270
C -0.189 -3.705 -4.920
C -0.834 -2.510 -4.201
C -2.327 -2.454 -4.542
C -0.110 -1.214 -4.539
C -0.226 -0.704 -5.825
C 0.372 0.491 -6.186
C 1.134 1.171 -5.254
C 1.305 0.679 -3.965
C 2.126 1.470 -2.970
C 1.275 2.648 -2.473
C 3.457 1.954 -3.547
C 0.654 -0.505 -3.585
N 0.814 -1.020 -2.260
C 1.581 -2.131 -2.265
O 2.150 -2.636 -3.243
C 1.786 -2.710 -0.910
C 2.355 -3.940 -0.767
C 2.685 -4.404 0.525
C 2.523 -3.507 1.574
C 1.954 -2.261 1.381
N 1.474 -1.870 0.136
C 2.016 -1.319 2.513
O 2.589 -1.669 3.560
N 1.513 -0.061 2.408
C 1.754 0.807 3.540
C 2.914 1.602 3.554
C 3.060 2.566 4.545
C 2.105 2.720 5.535
C 1.030 1.851 5.584
C 0.841 0.878 4.608
C -0.262 -0.148 4.796
C 0.237 -1.264 5.726
C -1.560 0.455 5.333
C 4.066 1.336 2.602
C 4.721 2.608 2.064
C 5.101 0.446 3.310
H -0.684 -4.637 -4.625
H 0.865 -3.763 -4.657
H -0.279 -3.593 -6.006
H -0.746 -2.670 -3.127
H -2.485 -2.312 -5.614
H -2.823 -1.636 -4.016
H -2.809 -3.393 -4.249
H -0.799 -1.254 -6.567
H 0.243 0.890 -7.186
H 1.616 2.103 -5.534
H 2.344 0.819 -2.125
H 0.907 3.228 -3.326
H 1.853 3.310 -1.824
H 0.418 2.288 -1.901
H 3.316 2.794 -4.234
H 3.961 1.148 -4.086
H 4.114 2.288 -2.739
H 2.558 -4.504 -1.667
H 3.106 -5.389 0.678
H 2.866 -3.736 2.573
H 3.944 3.196 4.557
H 2.225 3.486 6.294
H 0.331 1.923 6.410
H -0.469 -0.598 3.830
H 0.492 -0.858 6.712
H 1.129 -1.723 5.302
H -0.534 -2.032 5.848
H -1.479 0.700 6.397
H -2.376 -0.260 5.210
H -1.818 1.364 4.784
H 3.682 0.768 1.759
H 5.311 3.112 2.836
H 3.964 3.301 1.692
H 5.393 2.357 1.239
H 5.500 0.951 4.196
H 5.927 0.208 2.633
H 4.625 -0.482 3.625
C -2.798 -2.592 2.260
C -3.494 -1.362 2.440
C -2.875 -0.185 2.168
C -1.512 -0.187 1.713
N -0.936 -1.406 1.363
C -1.558 -2.540 1.670
C -0.646 0.908 1.645
C -0.992 2.232 2.046
C -0.156 3.273 1.846
C 1.074 3.062 1.122
C 1.497 1.827 0.809
C 0.773 0.609 1.242
H -3.228 -3.536 2.571
H -4.515 -1.371 2.807
H -3.388 0.757 2.306
H -1.007 -3.451 1.440
H -1.956 2.404 2.504
H -0.431 4.270 2.163
H 1.650 3.931 0.813
H 2.434 1.697 0.275
Cl -4.720 5.821 -4.129
C -4.028 4.604 -3.103
C -3.436 3.465 -3.647
Cl -3.440 3.237 -5.365
C -2.840 2.522 -2.835
Cl -2.105 1.133 -3.513
C -2.721 2.637 -1.395
O -2.085 1.811 -0.680
C -3.433 3.795 -0.895
Cl -3.531 4.011 0.816
C -4.031 4.737 -1.719
Cl -4.811 6.124 -1.022
C -3.711 -4.233 -0.832
N -3.727 -2.873 -1.346
C -5.035 -2.233 -1.442
C -2.697 -2.071 -1.113
N -1.855 -1.287 -1.094
H -4.353 -4.848 -1.464
H -4.067 -4.279 0.200
H -2.696 -4.623 -0.868
H -5.687 -2.855 -2.056
H -4.924 -1.257 -1.911
H -5.488 -2.098 -0.454

Record 5
6
Properties=species:S:1:pos:R:3 method="wB97M-V/def2-TZVPD" e_above_lowest_kj_mol=103.8 homo_lumo_gap_ev=10.32 smiles=C#N.C#P
C 0.448 -1.173 -0.536
N 1.309 -0.810 -1.175
H -0.250 -1.786 0.170
C -0.321 1.340 0.435
P -1.825 1.030 0.277
H 0.639 1.399 0.829

Record 6
18
Properties=species:S:1:pos:R:3 method="wB97M-V/def2-TZVPD" e_above_lowest_kj_mol=0.0 homo_lumo_gap_ev=10.01 smiles=NCN.O.O.O
N -0.963 -0.719 0.469
C 0.248 -0.863 1.297
N 0.389 0.260 2.196
H -1.090 0.291 0.333
H -1.715 -1.055 1.053
H 1.079 -0.942 0.593
H 0.149 -1.807 1.823
H 1.249 0.242 2.712
H 0.376 1.115 1.663
O 1.041 1.018 -1.890
H 0.655 1.302 -2.721
H 0.877 0.067 -1.927
O -0.091 -2.014 -1.887
H -0.550 -1.758 -1.039
H 0.006 -2.963 -1.899
O -0.725 2.351 -0.031
H -1.000 3.258 -0.161
H 0.064 2.215 -0.583

Here are the calculated electronic energy numbers, same order: -39517.3695; -18598.1837; -14049.3819; -154528.8962; -12881.9182; -10354.7620 (eV).